No. 1
The following is a DFT calculation (ωB97M-V/def2-TZVPD) of 4 unconnected molecules or ions with the total composition C18H25N5O2 in a non-equilibrium geometry.

Its largest force on an atom is 0.0243 hartree/bohr. Its HOMO-LUMO gap is 8.270 eV. As for the HOMO energy: -8.188 eV. The energy above the lowest of the compared OMol25 structures with the same formula, charge and spin is 500.3 kJ/mol. The spin multiplicity is 1. Its total energy is -1124.96977 a.u. As for the SMILES: C#CNC(=O)ONCCC.c1cc[nH]c1.c1cc[nH]c1.c1cc[nH]c1.

Each line ends with the natural charge from an NBO analysis.
Positions of all 50 atoms, in Å:
O 0.1674 -2.0131 -2.0850  -0.533
O -1.5162 -1.5274 -3.4623  -0.397
N -2.5840 -3.3907 2.3147  -0.506
N 2.3012 3.8301 -1.8138  -0.508
N -2.0109 -0.1994 -3.7895  -0.316
N -1.7585 -1.0954 -1.1819  -0.674
N 1.1761 -0.7085 4.6890  -0.510
C -4.0451 -4.3583 3.6661  -0.311
C -1.0905 -1.0135 0.0140  0.153
C 1.4842 0.5404 4.2193  -0.088
C -0.4985 -0.9536 1.0514  -0.277
C -3.9138 -3.6368 2.5088  -0.074
C 0.2525 1.7164 -4.8987  -0.622
C -0.1652 0.2981 -5.3833  -0.429
C -1.6607 0.0368 -5.1870  -0.236
C 3.0728 4.9404 -2.0250  -0.077
C 4.3848 4.5629 -1.9286  -0.307
C 0.7555 0.7013 6.3392  -0.307
C 3.1061 2.7463 -1.5885  -0.085
C -1.8616 -3.9503 3.3306  -0.083
C 0.7336 -0.6189 5.9807  -0.072
C -0.9286 -1.5666 -2.2478  0.876
C -2.7395 -4.5577 4.1891  -0.296
C 4.4061 3.1688 -1.6511  -0.292
C 1.2320 1.4380 5.2204  -0.291
H 0.3582 -0.4465 -4.7883  0.218
H -2.4762 -5.0865 5.0897  0.217
H 2.6242 5.8982 -2.2239  0.210
H -4.6506 -3.2789 1.8108  0.209
H 1.3737 2.5036 5.1593  0.220
H -1.4574 0.4696 -3.2561  0.323
H 0.8479 2.2353 -5.6370  0.228
H -4.9723 -4.7049 4.0902  0.220
H 0.2548 -1.0582 1.7961  0.241
H -1.9584 -0.8128 -5.7919  0.220
H 1.2616 -1.5606 4.1683  0.406
H 2.6851 1.7727 -1.4027  0.210
H -2.1527 -0.1838 -1.3931  0.412
H 0.1046 0.2145 -6.4312  0.215
H -2.1934 -2.8745 1.5460  0.422
H 1.2993 3.8130 -1.8217  0.407
H -2.2293 0.9184 -5.4755  0.204
H 1.8552 0.6823 3.2183  0.208
H 0.4629 1.0970 7.2969  0.222
H 5.2761 2.5493 -1.5137  0.221
H 0.4427 -1.4977 6.5295  0.213
H 5.2357 5.2126 -2.0440  0.222
H 0.7898 1.6245 -3.9583  0.206
H -0.6648 2.2651 -4.6849  0.189
H -0.7883 -3.8702 3.3560  0.199

No. 2
The following is a DFT calculation (ωB97M-V/def2-TZVPD) of a molecular structure, C39H40N11O3S2V in a non-equilibrium geometry.

Its largest force on an atom is 0.0546 hartree/bohr. Its HOMO-LUMO gap (alpha / beta) is 6.586 / 7.171 eV. As for the HOMO energy (alpha / beta): -12.432 / -12.517 eV. The energy above the lowest of the compared OMol25 structures with the same formula, charge and spin is 168.1 kJ/mol. The spin multiplicity is 3. The charge is +2. Its total energy is -4078.22898 a.u.

Each line ends with the Löwdin charge.
Positions of all 96 atoms, in Å:
V -0.0287 -0.1293 0.4485  1.050
S -1.0169 -1.7932 -2.1825  0.726
S 1.0615 2.1058 8.1819  1.087
O 0.1904 -2.4418 -2.6061  -0.268
O -2.5915 -1.8008 1.0853  0.029
O -1.2953 -0.5240 -2.8015  -0.270
N -1.0411 -1.5413 -0.5401  -0.128
N -2.1314 2.1166 -2.2350  -0.122
N 0.2961 0.8471 7.5371  -0.213
N 1.1748 1.4671 2.1316  0.115
N 1.6035 2.7516 6.8130  -0.213
N -0.3409 -0.6382 2.9407  0.058
N 1.5434 -0.3714 -0.6160  -0.003
N 1.9509 -2.6186 -0.1543  -0.121
N 2.6547 -1.7352 -2.1808  -0.140
N -2.9131 0.9932 -0.3721  -0.115
N -0.6166 1.3097 -0.6036  -0.004
C 0.4282 0.8907 6.2167  -0.296
C 0.9366 1.3240 3.4532  -0.129
C -3.7751 -4.0180 -0.6243  0.023
C -0.1115 -0.0271 5.2623  -0.068
C -4.0929 0.4370 -1.0043  -0.021
C 1.6661 2.0245 -1.2232  -0.082
C -1.2204 2.2558 -3.3478  -0.021
C -2.8146 -3.0661 -0.9362  -0.139
C 1.5663 -3.9667 -0.5331  -0.032
C -0.1238 3.6356 -0.9009  -0.021
C 1.2024 2.0034 5.7928  -0.298
C 1.9843 4.4219 -1.7000  -0.010
C 3.6630 0.6543 -1.0613  -0.021
C 2.3153 3.2579 3.9901  0.042
C -1.0260 -1.6966 3.3453  -0.119
C 0.2966 2.3140 -0.9337  -0.242
C -1.8699 1.4594 -1.0913  -0.356
C -2.9028 1.0636 1.0808  -0.007
C 0.7074 4.6856 -1.2945  -0.043
C 3.5279 -2.8571 -2.4415  -0.012
C -2.7969 -3.7668 -3.2555  -0.011
C 2.2794 0.7512 -1.0010  -0.238
C -2.3512 -2.9574 -2.2374  -0.202
C -3.7526 -4.7282 -2.9395  -0.027
C 3.8899 2.9153 -1.7976  -0.011
C -0.8767 -1.1290 5.6523  0.045
C -1.3394 -1.9745 4.6723  0.003
C -3.3796 2.8209 -2.4494  -0.021
C 0.1292 0.2007 3.8859  -0.128
C -4.2258 -4.8521 -1.6390  -0.029
C 1.9831 2.4529 1.7744  -0.086
C 2.4517 -0.8728 -3.3221  -0.016
C 2.5056 3.1132 -1.6187  -0.158
C 2.0073 -1.5795 -1.0181  -0.375
C 1.4859 2.2136 4.4088  -0.071
C 4.4618 1.7184 -1.4764  -0.042
C 2.5745 3.3648 2.6461  0.006
C 1.8319 -2.3482 1.2629  -0.027
C -2.1563 -2.0922 -0.0209  -0.515
H -2.4121 -3.6585 -4.2576  0.130
H 2.3355 -4.6867 -0.2522  0.107
H -2.9372 2.1108 1.4013  0.112
H -2.0134 0.5798 1.5108  0.041
H 2.4341 -1.4701 1.5189  0.107
H -1.0727 -1.2808 6.7015  0.131
H 0.7857 -2.1867 1.5574  0.047
H 0.6388 -4.2356 -0.0180  0.105
H 2.1982 2.5528 0.7278  0.086
H 0.3300 5.6956 -1.2840  0.119
H -4.1180 -5.3812 -3.7165  0.122
H -1.1298 3.8599 -0.5745  0.129
H -3.7809 0.5436 1.4594  0.110
H -3.1435 3.7790 -2.9147  0.109
H 2.2907 -1.4982 -4.1999  0.112
H -1.9353 -2.8402 4.9044  0.122
H -4.3162 -0.5289 -0.5491  0.095
H -3.8824 3.0138 -1.5062  0.100
H 3.8910 -3.2829 -1.5095  0.101
H 3.3253 -0.2381 -3.4887  0.108
H -4.9465 -5.6197 -1.4025  0.120
H 4.4939 3.7441 -2.1285  0.123
H 2.2181 -3.2118 1.8058  0.117
H 3.2219 4.1295 2.2504  0.122
H -3.8914 0.2745 -2.0595  0.099
H -4.9700 1.0755 -0.8895  0.106
H -4.0500 2.2802 -3.1187  0.106
H -4.1290 -4.1252 0.3908  0.130
H 1.5710 -0.2514 -3.1806  0.088
H 2.7278 3.9292 4.7254  0.130
H -1.7845 2.0852 -4.2652  0.114
H -1.3891 -2.3681 2.5836  0.095
H 4.1406 -0.2757 -0.7887  0.130
H 5.5298 1.5870 -1.5275  0.119
H 2.6345 5.2190 -2.0204  0.123
H 1.3710 -4.0150 -1.5985  0.074
H 3.0304 -3.6313 -3.0270  0.107
H -0.4331 1.5126 -3.2875  0.080
H 4.3801 -2.4900 -3.0146  0.109
H -0.7916 3.2602 -3.3805  0.105